Record 1
Entry from OMol25: a structure of composition C30H39AsBrF6N2O3PSiTi (wB97M-V/def2-TZVPD).

## Properties
Kohn-Sham gap (spin up / spin down) = 0.2402 / 0.2400 Ha
LUMO (spin up / spin down) = -4.2 / -4.2 eV
⟨S²⟩ = 0.753
multiplicity = 2
total charge = +1

```
85
Properties=species:S:1:pos:R:3:forces:R:3:lowdin_spin:R:1
Ti -0.15603 -0.64382 0.76122 -0.051 0.521 0.294 0.00
N 0.45409 3.24725 -0.89917 -0.034 -0.037 -0.002 0.00
C -0.19229 2.44261 -0.06770 -0.103 -0.013 -0.131 0.01
O -0.01829 1.20851 -0.16372 0.171 -0.124 0.075 0.01
C -1.09915 3.06847 0.95946 0.017 -0.001 0.011 0.12
C -2.18332 2.17226 1.42871 -0.007 0.003 -0.021 0.71
H 1.03759 2.84666 -1.61858 -0.003 -0.014 -0.012 0.00
H 0.28270 4.23831 -0.90341 -0.008 0.000 -0.001 0.00
H -1.50743 3.99062 0.52204 0.013 0.014 0.025 0.03
H -0.45885 3.38108 1.78979 0.004 -0.016 0.025 0.00
H -2.72911 1.55592 0.73045 0.001 0.003 0.006 0.04
H -2.53999 2.24765 2.44387 -0.002 0.004 0.002 0.04
C 1.56600 -6.18660 2.47685 -0.002 0.010 0.007 0.00
Si 1.32490 -5.46133 0.78171 0.004 -0.003 -0.023 0.00
C -0.07406 -6.25745 -0.15032 0.005 -0.005 0.004 0.00
C 2.90872 -5.45532 -0.20779 -0.001 -0.004 0.004 0.00
C 0.85748 -3.66572 0.98681 -0.050 -0.010 0.071 0.00
C 0.50918 -2.49768 1.05166 -0.076 -0.055 -0.256 0.00
H 1.86097 -7.23512 2.39935 -0.001 -0.001 0.002 0.00
H 0.64371 -6.13944 3.05769 -0.001 0.000 0.002 0.00
H 2.34406 -5.65741 3.02903 0.000 0.000 0.001 0.00
H 0.09233 -7.33175 -0.25297 0.004 0.000 -0.005 0.00
H -0.16886 -5.83235 -1.15101 -0.007 0.005 0.003 0.00
H -1.02232 -6.10876 0.36822 -0.001 -0.008 0.004 0.00
H 3.29330 -6.47057 -0.32457 -0.003 -0.002 -0.005 0.00
H 3.68056 -4.86250 0.28741 0.003 -0.006 0.003 0.00
H 2.74535 -5.04716 -1.20784 0.001 0.008 0.004 0.00
Br 0.80200 0.87487 8.73124 0.000 0.000 -0.001 0.00
C 0.20936 0.02783 7.15299 0.013 -0.004 0.004 0.00
C -0.42691 -1.20430 7.23246 -0.002 0.001 -0.003 0.00
C -0.86255 -1.83006 6.07391 0.012 -0.007 -0.002 0.00
C -0.66600 -1.23362 4.83916 -0.013 0.014 0.003 0.00
C -0.02991 0.00302 4.77676 -0.126 0.033 -0.016 0.00
C 0.41368 0.64144 5.93337 -0.016 0.011 0.001 0.00
C 0.20092 0.68806 3.49210 0.337 -0.172 0.032 0.00
O 0.75136 1.74263 3.33207 -0.167 0.097 0.004 0.00
O -0.21494 -0.02547 2.40024 0.065 -0.006 -0.069 0.03
H -0.57941 -1.66818 8.19712 -0.001 0.002 0.002 0.00
H -1.35893 -2.78847 6.13872 0.000 -0.001 -0.001 0.00
H -1.00501 -1.72051 3.93585 -0.006 0.000 0.001 0.00
H 0.90608 1.60108 5.86544 -0.002 0.002 0.002 0.00
F -1.71989 -0.65814 -0.35926 0.173 -0.191 -0.050 0.00
P -3.11577 -1.88210 0.27561 -0.003 -0.108 0.012 0.00
F -2.16792 -1.72611 1.61808 0.037 -0.071 -0.034 0.00
F -2.11384 -2.99646 -0.22997 -0.050 -0.017 -0.007 0.00
F -3.85158 -0.55968 0.72112 0.021 0.037 0.007 0.00
F -3.72674 -1.76187 -1.16029 -0.015 0.022 0.000 0.00
F -4.12776 -2.86309 0.91746 -0.008 0.048 0.003 0.00
C 6.19030 0.37206 -0.17255 0.001 0.000 0.001 0.00
C 4.73205 0.09929 0.02242 -0.012 -0.010 -0.005 0.00
C 4.11761 -1.03125 -0.50120 0.002 0.008 -0.007 0.00
C 2.77189 -1.24894 -0.29286 0.007 -0.008 -0.011 0.00
N 1.99835 -0.39148 0.38706 -0.109 -0.009 0.084 0.00
C 2.58172 0.70844 0.89838 -0.006 0.030 0.000 0.00
C 3.92239 0.97540 0.74469 0.011 0.002 -0.001 0.00
H 6.68744 -0.45376 -0.67613 0.002 0.001 -0.001 0.00
H 6.67926 0.54228 0.78701 -0.001 0.000 0.000 0.00
H 6.32799 1.27389 -0.77132 -0.002 0.000 -0.001 0.00
H 4.68242 -1.75791 -1.06977 0.000 0.000 -0.001 0.00
H 2.29365 -2.13989 -0.66903 -0.011 0.000 0.002 0.00
H 1.95155 1.37992 1.46594 0.009 -0.017 -0.008 0.00
H 4.33527 1.86695 1.19805 -0.003 0.000 0.001 0.00
C 2.09219 0.71452 -3.06590 -0.028 0.010 -0.001 0.00
As 0.21267 0.24071 -3.41653 0.043 -0.029 0.011 0.00
C 0.25607 -1.59505 -2.71449 -0.011 -0.072 0.002 0.00
C 0.41002 -0.21592 -5.34299 -0.020 -0.001 0.012 0.00
C 1.52514 -1.15337 -5.68340 -0.004 -0.001 -0.002 0.00
C 1.31855 -2.53196 -5.70925 -0.002 0.002 0.003 0.00
C 2.35967 -3.40463 -5.99054 -0.002 0.000 -0.002 0.00
C 3.62996 -2.91308 -6.25624 -0.003 0.002 -0.001 0.00
C 3.84611 -1.54223 -6.25040 0.001 -0.003 -0.002 0.00
C 2.80248 -0.67295 -5.96837 0.002 0.004 -0.003 0.00
H 2.34524 1.61050 -3.63667 0.006 -0.004 0.016 0.00
H 2.77581 -0.08287 -3.35622 -0.007 -0.006 -0.003 0.00
H 2.22307 0.92188 -2.00292 0.015 0.012 0.033 0.00
H -0.67370 -2.09636 -2.98433 0.001 0.000 -0.019 0.00
H 0.32439 -1.65403 -1.62428 0.004 0.132 -0.075 0.00
H 1.09868 -2.14880 -3.12974 0.005 0.000 0.003 0.00
H 0.52994 0.74096 -5.85341 -0.004 0.002 0.002 0.00
H -0.55598 -0.62268 -5.64526 0.000 -0.001 -0.002 0.00
H 0.32579 -2.92441 -5.52022 -0.002 -0.003 0.000 0.00
H 2.17455 -4.47080 -6.01608 -0.001 0.000 0.000 0.00
H 4.44048 -3.59202 -6.48566 0.000 0.000 0.000 0.00
H 4.82727 -1.14718 -6.48077 0.000 0.001 0.000 0.00
H 2.97722 0.39702 -5.98564 -0.001 -0.002 -0.001 0.00
```
Forces are in eV/Å.

=====

Record 2
Entry from OMol25: a structure of composition C30H39BF4N5O4PtS2Si in a non-equilibrium geometry (wB97M-V/def2-TZVPD).

## Properties
Kohn-Sham gap (spin up / spin down) = 0.2393 / 0.2376 Ha
LUMO (spin up / spin down) = 1.6 / 1.6 eV
total charge = -1

```
87
Properties=species:S:1:pos:R:3:forces:R:3:mulliken_charge:R:1
Pt 0.03287 -0.37584 -0.14375 0.696 -0.197 -0.913 1.15
O 0.46948 -1.59305 1.80530 -0.206 1.069 -0.706 -0.44
N 0.37732 -2.69751 1.25457 -0.104 -1.680 0.231 0.22
O 0.14369 -2.68772 0.04284 0.078 -0.323 0.479 -0.29
S -0.26035 0.38913 -2.51063 -0.341 -0.721 0.803 -0.76
C 1.02731 1.45721 -2.36129 0.150 1.007 -0.389 -0.06
N 1.06894 2.54524 -1.60623 0.139 -0.336 -0.215 0.35
C 2.34079 3.22427 -1.69385 0.233 0.236 0.190 -0.51
C 3.06894 2.43794 -2.80318 0.345 0.261 -0.156 -0.33
N 2.10348 1.41803 -3.16693 -0.010 -0.134 0.075 -0.13
H 0.36462 2.80083 -0.93141 -0.317 -0.113 0.068 0.12
H 2.86478 3.15941 -0.73431 -0.006 0.042 -0.119 0.25
H 2.19018 4.28007 -1.94386 0.089 -0.168 0.011 0.38
H 3.99674 1.99364 -2.43728 -0.085 0.023 -0.036 0.08
H 3.29886 3.05569 -3.67853 0.012 0.007 0.184 0.35
H 2.38429 0.55069 -3.59345 -0.165 -0.016 0.151 0.35
F -0.72460 3.55917 2.09779 0.471 0.204 0.958 -0.33
B -1.33337 3.26145 0.91709 0.437 -0.450 -0.164 -0.08
F -0.96532 1.95307 0.49708 -0.119 0.167 0.061 -0.40
F -2.70631 3.31724 1.04275 -1.278 -0.044 0.123 -0.24
F -0.91803 4.13047 -0.08145 0.322 0.651 -0.763 -0.41
C 6.15302 -1.31485 0.39192 -0.144 -0.016 0.020 -1.89
C 5.11508 -0.40938 -0.26519 -0.228 0.072 0.155 2.36
C 5.09681 -0.73682 -1.75555 -0.159 0.003 0.136 -1.73
C 5.54316 1.03609 -0.03480 -0.108 -0.108 0.007 -1.89
Si 3.32414 -0.71350 0.44661 1.308 -0.815 0.996 -0.94
O 2.25407 -0.10191 -0.53251 -2.441 0.398 -0.623 0.02
C 3.20275 0.08814 2.16973 0.022 -0.259 -0.420 0.91
C 2.12659 0.93614 2.41456 -0.189 0.108 -0.229 -0.04
C 1.95084 1.56137 3.63622 -0.027 0.126 0.126 -0.82
C 2.86621 1.34791 4.65508 -0.037 0.055 0.060 -0.53
C 3.94685 0.51046 4.43628 0.117 -0.019 0.184 -0.86
C 4.10679 -0.10872 3.20784 0.150 -0.079 0.046 0.08
C 3.26845 -2.62088 0.58360 -0.113 0.489 -0.042 0.50
C 2.91122 -3.37367 -0.53172 0.121 0.093 -0.084 -0.24
C 2.90662 -4.75695 -0.50479 0.053 -0.138 -0.150 -0.56
C 3.26354 -5.42707 0.65159 -0.034 -0.066 0.049 -0.59
C 3.60082 -4.69806 1.77984 0.080 -0.138 0.154 -0.63
C 3.59795 -3.31531 1.74177 0.059 0.098 0.048 -0.07
H 7.13135 -1.16586 -0.07041 0.158 0.037 -0.088 0.56
H 5.87850 -2.36055 0.28586 0.057 -0.175 0.016 0.31
H 6.25774 -1.09528 1.45076 0.062 -0.016 0.191 0.29
H 6.05421 -0.50646 -2.23209 0.130 0.010 0.001 0.45
H 4.31249 -0.18297 -2.26235 -0.148 0.091 -0.166 0.06
H 4.89070 -1.79683 -1.88905 0.000 -0.152 -0.166 0.42
H 6.52968 1.22723 -0.46554 0.131 0.026 -0.077 0.54
H 5.59038 1.24072 1.03146 0.045 0.151 0.159 0.37
H 4.83998 1.73968 -0.47091 -0.148 0.190 -0.074 0.19
H 1.39667 1.10084 1.62785 0.010 0.089 0.058 0.18
H 1.10308 2.21567 3.78766 -0.066 0.022 -0.033 0.52
H 2.73969 1.82880 5.61723 -0.021 0.022 0.013 0.37
H 4.66566 0.33493 5.22867 0.009 -0.005 -0.002 0.39
H 4.95522 -0.76303 3.06685 0.118 -0.068 0.014 0.08
H 2.60475 -2.86219 -1.43071 -0.091 0.094 -0.189 0.34
H 2.62150 -5.31753 -1.38601 -0.045 0.007 -0.039 0.38
H 3.25975 -6.50902 0.68132 0.001 -0.043 0.000 0.33
H 3.86583 -5.21076 2.69553 -0.009 -0.030 0.058 0.39
H 3.84036 -2.76126 2.63593 0.040 0.034 0.180 0.28
C -6.70139 1.68049 0.68673 0.061 0.229 -0.080 -0.95
C -5.73390 2.71222 0.12008 -0.060 -0.277 -0.018 -0.60
C -4.71992 2.06596 -0.81846 -0.304 0.519 -0.310 -0.63
N -3.97780 1.06540 -0.08364 1.023 -1.003 -0.780 0.54
C -3.29482 0.02791 -0.57043 -0.787 1.036 0.678 -0.69
S -2.33112 -0.89282 0.45617 1.361 0.050 0.315 -0.55
N -3.47027 -0.36141 -1.89194 0.381 0.381 -0.234 0.47
C -4.62819 -0.65916 -2.56072 -0.277 0.094 -0.477 0.22
O -4.64197 -0.76431 -3.77256 0.007 -0.017 0.291 -0.66
C -5.84754 -0.91691 -1.73913 -0.329 -0.222 0.078 0.50
C -7.09203 -0.63151 -2.29598 0.144 0.051 -0.067 -0.58
C -8.25246 -0.94821 -1.61560 -0.073 0.031 -0.060 -0.60
C -8.18534 -1.56973 -0.37898 0.030 -0.032 0.041 -0.36
C -6.95182 -1.86571 0.17482 -0.028 -0.074 0.087 -0.69
C -5.78574 -1.54739 -0.49952 -0.005 0.065 -0.167 -0.15
H -7.38562 2.13686 1.39670 -0.104 0.022 0.089 0.48
H -6.15457 0.89197 1.19581 -0.034 -0.126 0.119 0.27
H -7.28039 1.22519 -0.11310 -0.112 -0.111 -0.035 0.08
H -5.18890 3.20073 0.92729 0.046 0.122 -0.009 0.26
H -6.28308 3.47933 -0.42719 0.077 0.070 -0.026 0.46
H -4.02547 2.82929 -1.18750 0.015 -0.177 0.016 0.22
H -5.22182 1.60195 -1.66787 0.021 0.078 0.064 0.49
H -3.67111 1.37678 0.83045 0.148 -0.142 0.143 0.44
H -2.60783 -0.48674 -2.41938 -0.222 -0.067 0.152 0.12
H -7.13404 -0.16737 -3.27044 0.029 0.019 -0.086 0.43
H -9.21299 -0.71682 -2.05224 -0.068 0.018 -0.051 0.38
H -9.09141 -1.83586 0.14566 -0.072 0.019 0.054 0.39
H -6.89149 -2.35315 1.13687 0.005 -0.059 0.058 0.43
H -4.83371 -1.81550 -0.06965 0.120 -0.065 0.060 0.50
```
Forces are in eV/Å.

=====

Record 3
Entry from OMol25: a cluster of 3 separate species, C30H39ClF7IN4O5 in total in a non-equilibrium geometry (wB97M-V/def2-TZVPD).

## Properties
Kohn-Sham gap = 0.3453 Ha
LUMO = 0.3 eV
SMILES string = COCCCC[C@](F)(CC(=O)Cl)O[C@H](N)[C@@](Cc1ccc(C)cc1)(OC#N)O[C@@](F)(I)C(F)(F)C(F)(F)F.CCCC#N.CCCC#N

```
87
Properties=species:S:1:pos:R:3:forces:R:3:mulliken_charge:R:1
C 0.82725 5.16260 3.15437 -0.078 -0.212 -0.241 -0.71
O 1.27333 4.05298 3.89826 0.078 -0.050 -0.007 -0.38
C 0.57901 2.84123 3.57258 0.114 0.660 0.288 -0.28
C 1.55718 1.68259 3.46035 -0.198 0.217 -0.214 -0.36
C 1.83009 1.22231 2.00792 -0.428 -0.287 0.966 0.95
C 1.72872 -0.29857 1.93946 0.329 0.171 -0.053 -1.83
C 2.04756 -0.93808 0.59466 0.603 1.135 0.060 1.08
F 2.17169 -2.29477 0.82507 -0.201 -0.366 -0.112 -0.50
C 3.41770 -0.44737 0.07177 -0.474 -0.603 0.144 -0.58
C 3.99262 -1.47362 -0.86059 -0.449 0.461 -0.463 0.28
O 4.80480 -2.25996 -0.55587 0.881 -0.768 0.311 -0.44
Cl 3.34988 -1.47822 -2.51868 -0.127 0.172 -0.042 -0.18
O 1.14783 -0.67305 -0.43515 -0.139 -0.132 0.195 0.25
C -0.17396 -1.10486 -0.25799 -0.997 -0.660 -0.061 -0.94
N -0.34390 -2.52648 -0.41989 0.287 0.216 -0.197 -0.48
C -1.05131 -0.32894 -1.29418 1.005 0.410 1.105 1.08
C -1.09337 1.17640 -0.91079 0.590 0.282 -1.065 0.57
C -0.32303 2.07584 -1.86287 0.139 0.106 -0.290 -0.25
C -0.94293 2.60431 -2.99133 0.100 0.305 -0.214 -0.37
C -0.25005 3.41112 -3.89163 0.329 -0.094 0.207 -1.31
C 1.09128 3.72725 -3.69379 -0.062 -0.116 0.449 1.03
C 1.88240 4.57237 -4.64723 0.143 -0.576 -0.052 -1.45
C 1.71226 3.21546 -2.55170 -0.533 -0.236 0.077 -1.35
C 1.01825 2.39651 -1.66569 0.059 0.187 -0.224 0.52
O -0.38001 -0.42730 -2.57929 -0.430 -0.137 -0.302 -0.61
C -0.61616 -1.48323 -3.27848 0.033 0.659 0.809 0.74
N -0.86813 -2.40857 -3.90049 -0.008 -0.762 -0.739 -0.70
O -2.26091 -1.02233 -1.25493 0.060 0.544 -0.437 -0.22
C -3.39377 -0.50015 -1.83235 -0.869 -1.194 0.095 -0.39
F -3.13494 0.38307 -2.81621 0.367 0.378 -0.032 -0.23
I -4.38981 -2.19413 -2.78762 0.098 0.260 0.121 0.11
C -4.32367 0.17426 -0.74060 -0.228 -0.398 -0.211 1.17
F -5.35335 -0.63171 -0.41347 0.146 -0.035 -0.079 -0.31
F -3.63503 0.38067 0.39694 0.101 0.282 -0.065 -0.23
C -4.97500 1.49470 -1.21773 -0.393 0.008 0.628 0.57
F -5.86257 1.88409 -0.28975 0.213 0.027 -0.210 -0.27
F -5.62357 1.29608 -2.35773 0.067 0.100 -0.085 -0.25
F -4.07797 2.46852 -1.36026 0.006 0.076 -0.144 -0.21
H 1.19573 6.07293 3.60990 0.180 0.080 0.137 0.26
H -0.26189 5.22008 3.11107 -0.149 0.005 0.111 0.32
H 1.19387 5.09533 2.12582 0.029 0.115 -0.118 0.25
H 0.02725 3.01297 2.64688 -0.073 -0.218 -0.164 0.19
H -0.14175 2.66142 4.36614 -0.153 -0.115 0.049 0.31
H 1.16615 0.86807 4.06523 0.014 -0.220 -0.012 -0.01
H 2.47884 2.02506 3.92074 0.162 -0.085 0.176 0.36
H 1.04900 1.65677 1.39754 0.133 0.212 -0.492 -0.63
H 2.81343 1.58652 1.73471 0.056 0.046 -0.485 0.21
H 0.74950 -0.59081 2.30841 -0.173 -0.203 -0.088 0.40
H 2.44825 -0.71246 2.64197 0.089 -0.193 0.095 0.59
H 4.08985 -0.43666 0.92017 0.214 0.246 0.121 0.51
H 3.31845 0.52217 -0.39560 -0.016 0.162 -0.070 0.40
H -0.58288 -0.82381 0.71328 0.024 0.222 0.147 0.58
H 0.51708 -2.96803 -0.70502 -0.018 -0.092 -0.040 0.34
H -0.70733 -2.96792 0.40821 0.060 -0.093 0.044 0.24
H -2.09606 1.57667 -0.90166 -0.143 -0.255 0.254 0.06
H -0.65061 1.28516 0.07157 -0.166 -0.086 0.303 -0.52
H -1.98488 2.41373 -3.20237 -0.074 -0.125 0.123 0.35
H -0.74619 3.79876 -4.76939 -0.165 0.019 -0.048 0.34
H 1.27457 4.98475 -5.44381 -0.128 0.271 0.031 0.35
H 2.43514 5.33753 -4.11279 -0.062 0.305 -0.048 0.37
H 2.62509 3.93359 -5.12400 0.142 -0.002 -0.118 0.31
H 2.74535 3.44769 -2.33668 0.141 0.055 -0.075 0.40
H 1.55183 2.00472 -0.81574 -0.016 -0.103 0.224 0.35
C -1.43456 -7.08156 -4.58503 0.023 -0.021 -0.032 -1.14
C -1.37312 -6.30632 -5.89610 0.001 -0.133 0.085 -0.53
C -2.03641 -4.92710 -5.80286 0.085 -0.248 -0.011 0.11
C -3.45408 -5.04187 -5.46180 0.377 0.261 -0.035 0.21
N -4.56091 -5.11057 -5.17484 -0.421 -0.056 0.126 -0.50
H -2.46521 -7.28546 -4.29182 -0.016 0.046 0.010 0.36
H -0.92551 -8.04054 -4.68338 0.016 0.000 0.013 0.34
H -0.95418 -6.52522 -3.77820 -0.013 0.011 0.006 0.28
H -1.85239 -6.88912 -6.68515 0.008 0.026 -0.042 0.31
H -0.33068 -6.16951 -6.18814 -0.017 0.079 -0.034 0.32
H -1.95662 -4.39814 -6.75258 -0.015 0.058 0.001 0.34
H -1.55123 -4.31463 -5.04004 -0.069 0.027 -0.050 0.02
C 2.39722 -0.93840 7.14362 0.019 0.038 0.009 -0.89
C 2.04593 0.23437 8.05217 0.127 -0.125 -0.094 -0.43
C 0.53636 0.38217 8.27955 0.201 0.016 -0.040 -0.46
C -0.16271 0.61458 7.01639 0.042 0.007 0.369 0.31
N -0.69186 0.81392 6.02091 -0.159 -0.007 -0.356 -0.45
H 1.97470 -0.80891 6.14580 -0.044 -0.004 0.014 0.10
H 3.47781 -1.02543 7.03318 0.002 -0.018 0.012 0.33
H 2.02355 -1.87899 7.55217 -0.004 -0.010 -0.013 0.34
H 2.43893 1.15727 7.62199 -0.042 0.042 0.040 0.29
H 2.53061 0.10139 9.02046 -0.062 0.045 0.040 0.32
H 0.33049 1.22126 8.94417 -0.060 -0.003 0.006 0.28
H 0.12763 -0.51847 8.73986 -0.025 -0.008 0.002 0.29
```
Forces are in eV/Å.

=====

Question: Number 2 is which compound?
Answer: C30H39BF4N5O4PtS2Si